A molecular structure, C16H31BrF3MgN3O7PS2 at a distorted geometry. Source: the Open Molecules 2025 dataset; level of theory: ωB97M-V with the def2-TZVPD basis set.

Calculated values
**HOMO energy**: -0.350 Eh
**Spin multiplicity**: 1
**E**: -150480.32439 eV
**Total charge**: +1
**E_LUMO**: -8.8 eV
**F_max**: 5.0 eV/Å

Positions of all 65 atoms, in Å:
C  5.1971  -0.6660  3.8456
C  5.0575  0.8530  3.3609
C  5.6377  0.9608  1.8878
C  4.7768  1.8300  0.8780
C  4.0978  3.1131  1.4979
C  2.9258  3.5518  0.4867
C  1.7330  4.3074  1.2111
C  0.8130  3.3174  2.0375
C  -0.1512  2.4340  1.1224
C  -0.6714  1.2268  2.0149
N  -0.9995  0.0015  1.2575
C  -0.1834  -1.0122  0.7150
P  1.6708  -1.0968  0.7481
O  2.2415  -0.0202  1.8848
O  2.2549  -2.6422  0.9854
S  2.2805  -0.5368  -1.0133
C  -0.9485  -2.0801  0.0701
N  -2.2707  -1.6166  0.2562
C  -2.2842  -0.4189  0.9278
Br  -3.9067  0.5284  1.3412
H  4.5848  -0.7646  4.7938
H  4.6998  -1.3590  3.1042
H  6.2871  -0.9255  4.0062
H  5.6837  1.5075  4.0359
H  3.9724  1.1046  3.4604
H  5.6506  -0.0927  1.4649
H  6.7214  1.2670  1.9466
H  4.0692  1.1522  0.3322
H  5.5016  2.2076  0.0909
H  3.5908  2.9494  2.4867
H  4.8374  3.9503  1.6453
H  2.4912  2.5735  0.1043
H  3.3150  4.1624  -0.3719
H  1.0716  4.7896  0.4324
H  2.1740  5.1079  1.8769
H  1.4748  2.6402  2.6562
H  0.2069  3.9351  2.7600
H  -1.0388  3.0937  0.8845
H  0.3195  2.1254  0.1516
H  0.1128  0.9900  2.7783
H  -1.6091  1.5762  2.5276
H  2.0521  0.8991  1.5919
H  2.0455  -2.9640  1.8895
H  -0.5903  -3.0108  -0.4194
H  -3.0701  -2.1686  -0.0837
C  -6.7939  -0.6913  -1.2412
F  -8.0931  -0.4548  -1.5012
F  -6.1606  0.4914  -1.4011
F  -6.7230  -0.9884  0.0750
S  -6.0779  -2.0289  -2.2974
O  -6.2321  -1.5574  -3.6566
O  -6.8714  -3.2037  -1.9938
O  -4.6882  -2.1324  -1.8653
Mg  7.9544  -1.3713  4.9963
O  -11.1289  -1.2926  -1.5211
H  -10.1938  -1.2455  -1.2725
C  -3.8799  -3.0641  -6.3628
C  -4.5670  -3.8657  -5.3207
N  -5.1020  -4.4869  -4.5139
H  -4.2329  -3.3591  -7.3506
H  -4.0891  -2.0046  -6.2120
H  -2.8035  -3.2263  -6.3077
O  -1.1423  -3.9433  -7.3923
H  -0.8948  -4.7031  -6.8518
H  -0.3271  -3.7068  -7.8499

=====

A molecular structure, C6H23AlO6 at a distorted geometry. Source: the Open Molecules 2025 dataset; level of theory: ωB97M-V with the def2-TZVPD basis set.

Calculated values
**HOMO energy**: -0.588 Eh
**Spin multiplicity**: 1
**E**: -25449.80368 eV
**Total charge**: +2
**E_LUMO**: -13.4 eV
**F_max**: 3.3 eV/Å

Positions of all 36 atoms, in Å:
Al  3.4268  -1.3121  -3.2717
C  0.9713  -0.0829  -0.0815
O  2.0268  -0.7713  -0.6889
H  0.0705  -0.1180  -0.6943
H  0.7243  -0.4754  0.9049
H  1.2413  0.9560  0.1079
C  1.5594  4.1897  -0.4395
O  2.0675  4.9901  0.6454
H  2.1259  3.2588  -0.4648
H  0.5042  3.9172  -0.4551
H  1.9369  4.7086  -1.3206
H  1.7500  4.7416  1.5166
C  -2.1269  -1.6378  1.8383
O  -1.8345  -2.8571  2.5891
H  -1.9752  -1.7988  0.7709
H  -3.1378  -1.3931  2.1645
H  -1.4957  -0.8436  2.2371
H  -2.6174  -3.4113  2.6298
C  -0.7142  -1.5274  -3.4055
O  0.5993  -1.7789  -2.8681
H  -0.7861  -0.5292  -3.8373
H  -0.9407  -2.2589  -4.1813
H  -1.5311  -1.6201  -2.6899
H  0.5514  -1.3056  -2.0342
C  -2.2912  1.3456  -1.0764
O  -2.5955  2.3099  -0.0540
H  -2.3572  0.3317  -0.6816
H  -3.0268  1.5949  -1.8411
H  -1.2850  1.4932  -1.4686
H  -3.4403  2.0937  0.3474
C  1.9710  -2.1502  2.9742
O  2.7494  -2.2177  1.7716
H  0.8986  -2.0072  2.8408
H  2.2097  -3.0474  3.5452
H  2.2701  -1.2564  3.5215
H  2.5010  -1.5303  1.1491

=====

7 unconnected molecules or ions with the total composition C16H32NO25S6 at a distorted geometry. Source: the Open Molecules 2025 dataset; level of theory: ωB97M-V with the def2-TZVPD basis set.

Calculated values
**HOMO energy**: -0.456 Eh
**Spin multiplicity**: 1
**E**: -134786.14085 eV
**Total charge**: +1
**E_LUMO**: -4.1 eV
**F_max**: 1.9 eV/Å

Positions of all 80 atoms, in Å:
O  5.5548  -1.4498  3.6514
N  5.5617  -0.4894  4.6258
C  4.9187  0.6157  4.5644
C  5.1610  1.3529  5.8612
C  5.5871  0.1904  6.8205
C  6.3637  -0.6632  5.8386
H  4.7887  -2.0140  3.8629
H  4.3148  0.9375  3.7251
H  5.8224  2.2174  5.8232
H  4.1954  1.6941  6.2444
H  4.6717  -0.3117  7.1342
H  6.1712  0.5632  7.6556
H  7.2870  -0.0983  5.6510
H  6.6884  -1.6699  6.0763
C  2.1791  3.5301  1.5685
C  0.8570  2.8095  1.4695
O  0.5300  2.4886  2.8379
S  1.0785  3.6361  3.8047
O  0.0290  4.5326  4.1116
O  1.8540  3.0126  4.8278
O  2.0634  4.3318  2.7648
H  3.0059  2.8271  1.7078
H  2.3821  4.1549  0.7106
H  0.9153  1.9008  0.8789
H  0.0766  3.4566  1.0667
C  0.7416  2.1640  -3.9019
C  1.0304  1.1299  -2.8402
O  2.3444  1.4834  -2.3486
S  2.5271  3.0650  -2.4165
O  2.2502  3.6164  -1.1258
O  3.7460  3.3581  -3.0716
O  1.2993  3.3863  -3.3627
H  1.2622  1.9325  -4.8328
H  -0.3093  2.2873  -4.1016
H  1.0352  0.1162  -3.2277
H  0.3247  1.1998  -2.0136
C  -3.9096  -1.2144  -1.7872
C  -3.9213  -1.3083  -3.2950
O  -3.9717  0.0711  -3.7256
S  -3.1848  0.9856  -2.7012
O  -1.8639  1.2249  -3.1871
O  -4.0117  2.0722  -2.3242
O  -3.0829  -0.0644  -1.5055
H  -4.9071  -1.0281  -1.3870
H  -3.4869  -2.0962  -1.3155
H  -4.7806  -1.8655  -3.6670
H  -2.9989  -1.7519  -3.6762
C  5.4565  -5.2202  5.8654
C  4.4809  -5.7219  6.9087
O  3.2308  -5.1171  6.5373
S  3.1462  -4.9800  4.9501
O  2.4214  -6.0679  4.4181
O  2.8307  -3.6261  4.6318
O  4.7038  -5.2160  4.6445
H  5.7768  -4.1970  6.0792
H  6.3286  -5.8589  5.7602
H  4.7505  -5.4265  7.9183
H  4.3668  -6.8058  6.8634
C  -8.5143  -5.3797  -2.7363
C  -9.2707  -4.0761  -2.5873
O  -8.2646  -3.0671  -2.7867
S  -7.1883  -3.5861  -3.8416
O  -7.4825  -3.0719  -5.1255
O  -5.8935  -3.4096  -3.2694
O  -7.5816  -5.1285  -3.8008
H  -7.9509  -5.6227  -1.8340
H  -9.1584  -6.2135  -2.9992
H  -9.7237  -3.9600  -1.6075
H  -10.0327  -3.9599  -3.3594
C  -1.9801  5.4420  -5.9774
C  -3.2367  4.5972  -6.0288
O  -3.1167  3.8639  -7.2568
S  -1.5772  3.5480  -7.5495
O  -1.2824  2.2364  -7.0918
O  -1.2709  3.9733  -8.8635
O  -0.9537  4.5849  -6.4989
H  -2.0584  6.3191  -6.6220
H  -1.7244  5.7528  -4.9682
H  -4.1456  5.1913  -6.0397
H  -3.2758  3.8845  -5.2018

=====

2 unconnected molecules or ions with the total composition C9H13FN2O8S. Source: the Open Molecules 2025 dataset; level of theory: ωB97M-V with the def2-TZVPD basis set.

Calculated values
**HOMO energy**: -0.314 Eh
**Spin multiplicity**: 1
**E**: -42455.87889 eV
**E_LUMO**: 0.1 eV
**F_max**: 0.9 eV/Å
**Relative energy (zero: lowest compared OMol25 entry of this formula, charge and spin)**: 0.0 kcal/mol

Positions of all 34 atoms, in Å:
C  -3.0519  -1.8396  1.8477
C  -2.6326  -0.7457  0.9243
O  -2.6196  0.4085  1.2004
O  -2.2673  -1.1651  -0.3774
C  -0.9081  -1.1411  -0.6250
O  -0.3776  -0.2074  -1.1382
C  -0.1549  -2.3804  -0.2157
N  0.2138  -2.2548  1.1975
C  1.3376  -1.4161  1.4002
O  2.2964  -1.3175  0.7233
O  1.1899  -0.7308  2.6020
C  1.2525  0.6218  2.5649
O  1.3945  1.2987  1.5991
N  1.0991  1.1144  3.8952
C  -0.2479  1.1479  4.3317
O  -0.9788  2.0707  4.2891
F  -0.6048  -0.0432  4.8451
H  -2.2688  -1.9661  2.5892
H  -3.1631  -2.7785  1.3172
H  -3.9739  -1.5457  2.3344
H  0.6800  -2.5418  -0.8919
H  -0.8234  -3.2332  -0.3014
H  0.4097  -3.1730  1.5783
H  1.4133  2.0794  3.8762
C  2.5231  2.4504  -3.7310
S  1.4733  0.9923  -3.6635
O  1.7711  0.1924  -4.8821
C  -0.0679  1.8594  -3.9732
H  3.5508  2.1218  -3.5952
H  2.4137  2.9349  -4.7015
H  2.2456  3.1310  -2.9263
H  -0.0019  2.3885  -4.9241
H  -0.2618  2.5522  -3.1550
H  -0.8601  1.1159  -4.0144

=====

2 unconnected molecules or ions with the total composition C2H6O2S2 at a distorted geometry. Source: the Open Molecules 2025 dataset; level of theory: ωB97M-V with the def2-TZVPD basis set.

Calculated values
**HOMO energy (spin up / spin down)**: -0.312 / -0.327 Eh
**Spin multiplicity**: 1
**E**: -27932.70293 eV
**E_LUMO (spin up / spin down)**: -1.4 / -2.8 eV
**F_max**: 4.1 eV/Å
**Relative energy (zero: lowest compared OMol25 entry of this formula, charge and spin)**: 97.1 kcal/mol

Positions of all 12 atoms, in Å:
C  2.8082  0.5670  -0.0421
C  -2.8010  1.4933  1.0418
O  -0.1754  1.3807  0.1002
O  -2.0181  0.4123  -1.2533
S  4.2306  1.6878  0.3908
S  -1.5740  1.5172  -0.4447
H  2.7994  -0.4150  0.3968
H  2.9372  0.6983  -1.1744
H  1.8679  1.1206  0.1955
H  -2.6175  2.2591  1.7558
H  -3.5874  1.6656  0.3830
H  -2.9560  0.3475  1.2533

=====

A single C6H14NO2PS molecule at a distorted geometry. Source: the Open Molecules 2025 dataset; level of theory: ωB97M-V with the def2-TZVPD basis set.

Calculated values
**HOMO energy**: -0.303 Eh
**Spin multiplicity**: 1
**E**: -32157.71443 eV
**E_LUMO**: 0.9 eV
**F_max**: 5.2 eV/Å
**SMILES**: CCO[P@@](=O)(/C=C/SC)NC
**Relative energy (zero: lowest compared OMol25 entry of this formula, charge and spin)**: 46.0 kcal/mol

Positions of all 25 atoms, in Å:
C  0.4385  -1.4365  -0.4132
C  -0.4785  -1.8916  -1.3260
C  1.5447  2.4043  2.6197
C  -1.5840  1.5372  -0.4166
C  -1.9434  -3.5189  -2.8847
C  2.3288  1.2605  1.9752
N  -0.6248  1.1562  0.5748
O  1.5338  1.0702  -1.0097
O  1.4746  0.1884  1.4026
P  0.7655  0.3629  -0.0129
S  -0.8454  -3.5602  -1.4925
H  1.1850  -2.0441  0.1930
H  -1.0009  -1.1543  -1.9128
H  1.2193  3.2382  2.1513
H  0.6077  1.9809  2.9939
H  2.1425  2.5599  3.5265
H  -1.8944  2.5095  -0.2787
H  -1.0648  1.3435  -1.3574
H  -2.5143  1.0309  -0.3080
H  -2.7841  -4.3114  -2.7887
H  -1.6268  -3.6693  -3.9105
H  -2.3240  -2.5306  -2.8024
H  2.9621  0.6500  2.6328
H  3.1116  1.7056  1.2151
H  -0.6286  1.1188  1.6293